*A*
Formula: C3H7ClO2
Source: OMol25
Level of theory: ωB97M-V with the def2-TZVPD basis set

ORCA input file:
```
! wB97M-V def2-TZVPD RIJCOSX def2/J DEFGRID3
* xyz 0 1
Cl -4.24613 0.33824 0.28055
O -2.92582 -0.51832 0.20527
O -1.78082 0.01208 -1.16122
C 0.36317 -0.92036 -0.39078
C -0.48204 0.23388 -0.82309
C -0.33362 1.38689 0.31876
H 0.57748 1.29264 0.92973
H -0.14489 -1.50634 0.45357
H 0.44663 -1.63496 -1.19563
H -0.09491 0.82952 -1.78221
H -1.25435 1.11420 1.01156
H 1.38571 -0.57849 -0.08469
H -0.36737 2.36476 -0.09598
*
```

Orbital gap (alpha / beta): 7.9 / 7.9 eV
M: 110.54 g/mol

*B*
Formula: C3H7ClO2
Source: OMol25
Level of theory: ωB97M-V with the def2-TZVPD basis set

ORCA input file:
```
! wB97M-V def2-TZVPD RIJCOSX def2/J DEFGRID3
* xyz 0 1
Cl 2.51832 0.05316 -0.12021
O -1.19534 1.51902 -0.25627
O -1.27721 -1.04913 -0.24814
C 0.05932 -1.21506 0.14599
C 0.73112 0.01611 -0.39941
C 0.15357 1.35972 0.20722
H -1.57837 0.61383 -0.07591
H -1.81646 -1.75347 0.23656
H 0.49709 -2.07044 -0.37450
H 0.22334 1.39544 1.27284
H 0.69014 0.15010 -1.45507
H 0.23153 -1.22363 1.21226
H 0.76296 2.20435 -0.14537
*
```

Orbital gap: 10.4 eV
SMILES: OCC(Cl)CO
M: 110.54 g/mol

Name the least stable of them. *A*.